[1]
{"formula": "C4H10ClN3", "method": "wB97M-V/def2-TZVPD", "e_homo_ev": [-7.83, -7.83], "total_charge": 0, "relative_energy_kj_mol": 376.7, "symbols": ["C", "C", "C", "C", "N", "N", "N", "Cl", "H", "H", "H", "H", "H", "H", "H", "H", "H", "H"], "positions_angstrom": [[0.938, -1.184, 0.980], [0.398, -0.322, 0.175], [-1.188, 1.557, 0.318], [0.231, 1.184, 0.225], [1.018, 1.675, 1.286], [-0.854, -2.387, -1.592], [-0.668, -1.032, -1.424], [0.980, 1.618, -1.397], [1.018, -2.307, 0.637], [1.480, -1.008, 1.816], [-1.729, 0.792, -0.240], [-1.539, 1.405, 1.322], [-1.474, 2.590, -0.093], [1.997, 1.391, 1.321], [0.920, 2.532, 1.678], [-0.077, -2.893, -2.028], [-1.401, -2.866, -0.884], [-0.050, -0.744, -2.099]], "atomic_forces_ev_per_a": [[-0.5480, -3.4423, -3.0920], [-2.1468, -0.9702, -2.6275], [-1.9365, 1.0322, -1.3731], [1.9279, -1.1999, 0.7797], [1.3355, -3.0416, -0.4743], [0.9237, 0.2989, -0.1483], [-1.0919, 0.1315, 4.3802], [-0.0599, 0.6675, -0.7260], [-0.5193, 2.0849, 0.5577], [1.3495, 0.9174, 2.6567], [-0.1301, 0.3807, -0.3677], [0.0335, 0.3344, 0.6939], [0.6520, -1.4637, 0.7593], [-0.5901, -0.0512, -0.3562], [-0.9420, 3.0957, 0.8238], [-0.4235, -0.0536, 0.7861], [0.3458, 0.3239, -0.2775], [1.8202, 0.9554, -1.9948]], "mulliken_charge": [-1.04, -0.04, -1.37, 1.21, -0.52, -0.46, -0.25, -0.27, 0.19, 0.46, 0.37, 0.41, 0.29, 0.20, 0.16, 0.22, 0.22, 0.23]}

[2]
{"formula": "C4H10ClO2", "method": "wB97M-V/def2-TZVPD", "e_homo_ev": -2.57, "total_charge": -1, "relative_energy_kj_mol": 643.4, "symbols": ["Cl", "C", "O", "C", "C", "O", "C", "H", "H", "H", "H", "H", "H", "H", "H", "H", "H"], "positions_angstrom": [[0.597, 2.896, -1.825], [0.580, 0.549, -2.476], [0.757, -0.072, -1.149], [-0.330, 0.436, -0.322], [-0.040, 0.025, 0.955], [-0.138, -1.382, 1.048], [-0.382, -1.784, 2.404], [0.863, 1.521, -2.575], [-0.248, 0.386, -3.036], [1.392, 0.243, -3.038], [-1.343, 0.153, -0.685], [-0.369, 1.525, -0.766], [-0.850, 0.581, 1.710], [1.079, 0.432, 1.101], [-0.559, -2.840, 2.349], [-1.286, -1.265, 2.970], [0.275, -1.405, 3.334]], "atomic_forces_ev_per_a": [[-0.1670, 6.8767, 1.9986], [2.9007, -4.9369, 1.1376], [-1.8229, 0.8617, -1.7368], [-1.0015, 2.4574, -6.7940], [0.9666, 2.1571, 5.2644], [-0.1967, 0.1085, 2.7133], [-0.8426, 2.2681, 2.2400], [0.0800, 0.6512, -0.1363], [-3.2367, -1.0556, -0.9566], [1.8815, -2.1593, -1.4027], [0.3356, -1.0237, 0.0824], [0.1785, -1.0543, 2.6574], [2.1451, -1.4396, -1.4162], [-2.2381, -1.0912, 0.5877], [0.2211, -0.4886, 0.4694], [0.5267, -0.9203, -2.0901], [0.2696, -1.2111, -2.6183]], "mulliken_charge": [-0.82, -1.35, -0.34, -0.21, -0.19, -0.23, -0.72, 0.42, 0.48, 0.48, 0.25, 0.10, 0.22, 0.12, 0.31, 0.24, 0.25]}

[3]
{"formula": "C4H10F6KN3O14S6", "method": "wB97M-V/def2-TZVPD", "e_homo_ev": -4.85, "total_charge": -2, "relative_energy_kj_mol": 0.0, "symbols": ["K", "N", "S", "O", "O", "F", "S", "O", "O", "F", "N", "S", "O", "O", "F", "S", "O", "O", "F", "N", "S", "O", "O", "F", "S", "O", "O", "F", "C", "O", "C", "C", "O", "C", "H", "H", "H", "H", "H", "H", "H", "H", "H", "H"], "positions_angstrom": [[0.029, 0.094, -0.467], [0.127, -0.069, -3.305], [-1.248, -0.490, -3.944], [-1.280, -1.044, -5.240], [-2.341, 0.310, -3.498], [-1.441, -1.814, -3.011], [0.696, 1.039, -4.379], [-0.035, 2.235, -4.501], [1.249, 0.394, -5.513], [1.973, 1.448, -3.557], [-0.576, 2.752, 0.266], [0.808, 3.453, 0.808], [0.791, 4.878, 0.867], [1.986, 2.760, 0.422], [0.679, 3.072, 2.362], [-0.717, 3.590, -1.120], [0.418, 3.555, -1.945], [-1.493, 4.780, -1.026], [-1.797, 2.537, -1.634], [2.229, -1.753, -0.310], [2.406, -2.902, 0.846], [2.329, -2.445, 2.182], [3.272, -3.978, 0.521], [0.936, -3.535, 0.624], [3.553, -0.876, -0.035], [4.805, -1.480, -0.382], [3.510, -0.019, 1.094], [3.331, 0.079, -1.294], [-2.755, -2.132, -0.070], [-2.115, -1.323, 0.880], [-1.771, -1.982, 2.095], [-0.832, -1.073, 2.825], [-1.461, 0.153, 3.179], [-0.659, 0.908, 4.059], [-2.688, -1.658, -1.049], [-3.811, -2.320, 0.163], [-2.265, -3.112, -0.170], [-1.223, -2.910, 1.891], [-2.708, -2.151, 2.638], [-0.070, -0.798, 2.106], [-0.416, -1.554, 3.714], [-0.566, 0.398, 5.029], [-1.194, 1.846, 4.213], [0.334, 1.139, 3.665]], "atomic_forces_ev_per_a": [[0.0471, 0.1507, -0.2153], [0.1882, 1.3834, -1.6393], [-1.7841, -1.6844, 2.6811], [0.2722, 0.0014, -1.3019], [-0.3053, 0.3414, -0.3106], [0.2306, 0.1044, -0.0457], [2.5183, -0.8523, 1.3673], [-1.0091, 0.6049, -0.3336], [-0.0540, -0.0345, -0.9246], [-0.1205, -0.0264, 0.2995], [2.4007, 1.9883, 0.1881], [-0.2158, -0.8882, 2.1380], [0.0750, 0.2275, -0.4455], [0.2309, -0.1491, -0.3021], [-0.2950, -0.2251, -0.1658], [-3.8204, -1.0027, 0.5509], [1.0337, -0.1021, -0.9072], [0.2168, 0.3962, -0.0118], [0.3293, 0.0204, -0.8646], [1.3608, -1.0378, 2.1138], [-2.5407, -1.0408, -1.4150], [0.2811, 0.4237, 0.9425], [0.4415, -0.0916, -0.0788], [0.1601, 0.0944, -0.1046], [1.1493, 2.0261, -2.8346], [-0.2706, -0.5711, 0.5925], [-0.2911, 0.0413, 0.5281], [-0.3733, 0.0201, 0.4249], [-0.1299, -0.6199, -0.3739], [0.4947, 0.0605, -0.0890], [-0.4645, 0.4501, -0.3871], [-0.4234, 0.9266, 0.0052], [-0.1556, -0.5226, 0.1729], [-0.3845, 0.2185, 0.1961], [-0.0924, 0.1609, 0.1473], [0.0322, 0.1527, 0.1520], [0.0704, 0.0859, 0.1070], [-0.2344, -0.1188, -0.0135], [0.1771, -0.2623, 0.2615], [0.8549, -0.3685, 0.1300], [0.1919, -0.1107, -0.1154], [0.1076, -0.0176, -0.0439], [0.1419, 0.0128, 0.0156], [-0.0413, -0.1654, -0.0907]], "mulliken_charge": [0.85, -0.11, 0.98, -0.64, -0.56, -0.32, 0.99, -0.53, -0.62, -0.20, -0.27, 1.06, -0.60, -0.53, -0.26, 1.05, -0.48, -0.66, -0.22, -0.15, 1.03, -0.57, -0.60, -0.29, 1.04, -0.67, -0.54, -0.18, -0.75, -0.16, -0.58, 0.13, -0.36, -0.83, 0.18, 0.26, 0.34, 0.35, 0.32, -0.23, 0.42, 0.34, 0.26, 0.33]}

[4]
{"formula": "C4H10F6Li2N3O14S6", "method": "wB97M-V/def2-TZVPD", "e_homo_ev": -6.48, "total_charge": -1, "relative_energy_kj_mol": 0.0, "symbols": ["Li", "Li", "N", "S", "O", "O", "F", "S", "O", "O", "F", "N", "S", "O", "O", "F", "S", "O", "O", "F", "N", "S", "O", "O", "F", "S", "O", "O", "F", "C", "O", "C", "C", "O", "C", "H", "H", "H", "H", "H", "H", "H", "H", "H", "H"], "positions_angstrom": [[-16.766, -19.044, -11.053], [-17.129, -18.740, -13.971], [-15.680, -18.523, -17.867], [-16.668, -19.110, -19.019], [-16.302, -18.768, -20.348], [-18.046, -19.176, -18.662], [-16.158, -20.609, -18.900], [-16.439, -17.223, -17.354], [-17.073, -17.371, -16.072], [-17.035, -16.358, -18.312], [-15.122, -16.403, -16.936], [-16.185, -20.301, -14.737], [-15.587, -21.122, -13.407], [-15.520, -22.534, -13.422], [-15.981, -20.492, -12.161], [-14.113, -20.669, -13.595], [-17.202, -21.407, -15.339], [-18.051, -22.005, -14.355], [-16.732, -22.200, -16.408], [-18.167, -20.361, -16.048], [-16.509, -17.631, -12.502], [-14.903, -17.240, -12.922], [-14.309, -16.145, -12.253], [-14.610, -17.584, -14.247], [-14.330, -18.449, -12.031], [-17.046, -16.092, -12.429], [-16.736, -15.253, -13.521], [-17.033, -15.623, -11.085], [-18.594, -16.405, -12.682], [-20.011, -18.783, -14.075], [-18.989, -19.246, -13.189], [-19.434, -19.914, -12.040], [-19.748, -19.010, -10.863], [-18.602, -18.215, -10.615], [-18.736, -17.444, -9.425], [-20.717, -18.116, -13.578], [-20.460, -19.641, -14.576], [-19.507, -18.198, -14.846], [-18.599, -20.545, -11.714], [-20.292, -20.554, -12.269], [-20.066, -19.637, -10.017], [-20.607, -18.338, -11.002], [-17.756, -17.085, -9.126], [-19.050, -18.112, -8.611], [-19.463, -16.642, -9.532]], "atomic_forces_ev_per_a": [[0.0734, 0.1156, -0.5521], [-0.5035, 0.2025, -0.9661], [-2.0545, 0.4956, -0.9205], [1.2713, -1.7542, 0.0595], [-0.0130, 0.4590, -0.3015], [-0.2907, 0.2602, 0.0579], [-0.0786, 0.0663, 0.0406], [2.4364, 1.2641, 1.6057], [-0.6972, -0.5010, 0.3381], [-0.6088, -0.2111, -0.3702], [-0.2327, -0.2622, -0.0879], [0.3628, -2.5514, 2.3155], [1.1998, 1.4455, -0.8521], [-0.2634, -0.2348, -0.0870], [-0.6076, 0.0495, -0.0007], [0.2716, 0.1980, 0.2729], [-2.3377, 0.5974, -1.9195], [-0.0078, -0.0555, 0.4432], [0.6915, -0.1639, 0.1638], [0.3246, 0.0126, 0.2595], [2.1142, 2.6974, -0.7827], [1.0224, -2.7729, 1.6641], [-0.4374, 0.8740, -0.0948], [-0.0561, -0.0051, -0.8578], [0.1544, -0.0275, -0.1585], [-3.4220, 0.0745, 0.8803], [0.7494, 0.0596, -0.2233], [0.2800, 0.2525, 0.0796], [0.2098, -0.1350, 0.0334], [0.4972, 0.0728, -0.3459], [0.2187, 0.3869, -0.1662], [0.0790, -0.0929, 0.2285], [-0.7588, 0.4026, -0.4710], [0.3397, -0.6184, 0.7553], [0.0912, -0.7127, 0.7000], [-0.1496, -0.2209, 0.1226], [-0.3158, 0.0394, 0.1809], [0.0056, 0.0030, 0.0147], [-0.1264, -0.2538, -0.2367], [0.0527, -0.0636, 0.0377], [0.5422, -0.0275, 0.1520], [0.1029, 0.0153, -0.4236], [-0.0348, 0.4097, -0.3579], [-0.2284, 0.0909, -0.0604], [0.1336, 0.1198, -0.1693]], "mulliken_charge": [0.88, 1.26, -0.30, 1.08, -0.62, -0.54, -0.25, 1.00, -0.51, -0.59, -0.32, -0.28, 0.78, -0.53, -0.72, -0.24, 1.06, -0.58, -0.57, -0.21, -0.15, 0.76, -0.56, -0.42, -0.31, 1.01, -0.54, -0.65, -0.27, -0.91, 0.51, -1.00, -0.55, 0.07, -1.03, 0.33, 0.34, 0.14, 0.24, 0.42, 0.47, 0.37, 0.29, 0.39, 0.29]}